{
  "formula": "AlN3O9",
  "method": "wB97M-V/def2-TZVPD",
  "symbols": ["Al", "N", "O", "O", "O", "N", "O", "O", "O", "N", "O", "O", "O"],
  "xyz": [[0.918, 0.847, 0.198], [4.617, -0.077, -1.416], [5.437, 0.732, -1.776], [3.570, 0.337, -0.941], [4.853, -1.248, -1.719], [-2.204, -1.715, -0.751], [-3.134, -1.291, -0.052], [-1.319, -0.906, -0.734], [-2.045, -2.915, -1.034], [-2.722, 1.618, 2.051], [-2.707, 2.328, 2.931], [-1.774, 1.610, 1.251], [-3.489, 0.680, 1.992]],
  "forces_ev_per_angstrom": [[0.096, -0.235, -0.231], [1.745, -0.828, -2.681], [2.030, 2.636, -0.053], [-3.397, 0.116, 2.082], [-1.171, -1.707, 1.014], [0.777, -3.372, 2.798], [-2.780, -0.343, -0.103], [3.050, 2.139, -1.741], [-0.989, 1.821, -0.711], [2.312, -4.778, -3.373], [-0.811, 6.252, 6.430], [1.721, 0.339, -2.484], [-2.582, -2.040, -0.948]],
  "homo_ha": [-0.1968, -0.1967],
  "s_squared": 0.76,
  "total_charge": -1,
  "multiplicity": 2,
  "e_tot_ha": -1083.43617
}


{
  "formula": "C24H24N3RuS3",
  "method": "wB97M-V/def2-TZVPD",
  "symbols": ["Ru", "C", "C", "N", "C", "C", "C", "C", "C", "C", "C", "N", "C", "C", "C", "C", "C", "C", "C", "C", "N", "C", "H", "H", "H", "H", "H", "H", "H", "H", "H", "H", "H", "H", "C", "C", "S", "C", "C", "S", "C", "C", "S", "H", "H", "H", "H", "H", "H", "H", "H", "H", "H", "H", "H"],
  "xyz": [[-0.239, -0.031, -0.560], [-1.766, 4.216, -0.770], [-1.395, 2.920, -1.113], [-0.947, 2.019, -0.233], [-0.878, 2.385, 1.064], [-1.220, 3.677, 1.503], [-1.657, 4.610, 0.545], [-1.206, 3.945, 2.890], [-0.932, 2.940, 3.798], [-0.640, 1.653, 3.363], [-0.531, 1.370, 1.993], [-0.259, 0.162, 1.402], [-0.167, -1.045, 2.089], [0.322, -1.312, 3.365], [0.171, -2.589, 3.914], [-0.505, -3.579, 3.231], [-0.983, -3.349, 1.919], [-1.726, -4.285, 1.170], [-2.175, -3.931, -0.080], [-1.824, -2.686, -0.611], [-1.087, -1.799, 0.055], [-0.735, -2.100, 1.336], [-2.127, 4.889, -1.534], [-1.457, 2.596, -2.144], [-1.928, 5.614, 0.850], [-1.476, 4.935, 3.237], [-0.987, 3.141, 4.859], [-0.527, 0.878, 4.104], [0.864, -0.564, 3.925], [0.570, -2.787, 4.899], [-0.671, -4.545, 3.691], [-1.960, -5.255, 1.591], [-2.781, -4.602, -0.673], [-2.144, -2.412, -1.608], [1.341, 1.084, -3.692], [-0.022, 0.509, -4.019], [-0.585, -0.733, -2.846], [0.627, -2.088, -2.952], [1.943, -1.922, -2.208], [1.693, -1.264, -0.520], [2.961, 0.015, -0.299], [3.076, 0.987, -1.454], [1.423, 1.577, -1.937], [1.508, 1.983, -4.287], [2.148, 0.391, -3.914], [-0.044, 0.070, -5.017], [-0.800, 1.275, -3.998], [0.807, -2.298, -4.007], [0.086, -2.949, -2.557], [2.649, -1.280, -2.728], [2.414, -2.899, -2.097], [3.908, -0.474, -0.065], [2.628, 0.532, 0.603], [3.567, 0.558, -2.325], [3.674, 1.846, -1.149]],
  "forces_ev_per_angstrom": [[1.355, 0.822, -0.252], [0.061, -0.013, 0.016], [0.079, 0.026, 0.027], [-1.092, -0.337, -0.312], [0.117, 0.133, -0.013], [0.093, -0.001, -0.056], [-0.014, -0.014, -0.040], [-0.005, -0.032, 0.056], [0.027, 0.039, 0.006], [-0.018, -0.073, -0.024], [-0.209, -0.146, 0.071], [0.404, 0.399, -0.129], [-0.067, -0.092, 0.138], [-0.039, 0.040, -0.118], [-0.039, -0.083, -0.040], [0.019, 0.081, 0.017], [0.096, -0.039, 0.036], [-0.039, -0.006, -0.031], [0.053, 0.045, -0.008], [0.018, -0.083, 0.001], [-0.600, 0.138, 0.059], [0.129, -0.048, 0.098], [-0.011, -0.004, -0.002], [-0.019, -0.009, 0.002], [-0.005, -0.002, 0.000], [-0.008, -0.004, 0.009], [0.006, 0.004, -0.001], [-0.006, -0.004, 0.013], [0.008, 0.017, -0.010], [0.005, -0.019, -0.005], [0.000, 0.004, 0.011], [0.004, 0.000, -0.004], [-0.006, 0.007, -0.001], [-0.018, 0.011, 0.005], [-0.129, 0.139, -0.073], [0.079, -0.010, -0.032], [-0.311, -0.107, 0.200], [0.021, -0.029, -0.085], [0.131, 0.057, 0.052], [-0.136, -0.525, -0.059], [0.070, -0.105, 0.046], [0.006, 0.077, 0.037], [-0.024, -0.214, 0.431], [0.039, 0.006, 0.028], [-0.033, -0.046, 0.031], [0.048, 0.008, 0.000], [-0.015, -0.016, -0.007], [0.012, 0.017, 0.003], [-0.012, -0.001, -0.026], [-0.045, 0.011, -0.031], [0.024, 0.016, 0.011], [0.018, 0.002, -0.088], [0.045, -0.038, 0.036], [-0.019, -0.022, -0.002], [-0.046, 0.024, 0.007]],
  "homo_ha": [-0.6330, -0.6328],
  "total_charge": 3,
  "e_tot_ha": -2381.76813
}


{
  "formula": "C3H5OP",
  "method": "wB97M-V/def2-TZVPD",
  "symbols": ["C", "C", "C", "O", "P", "H", "H", "H", "H", "H"],
  "xyz": [[-0.817, 1.551, -0.017], [1.369, 0.595, -0.011], [1.247, -0.849, 0.162], [2.354, 1.232, 0.097], [-1.818, 0.330, 0.251], [-0.614, 2.472, -0.603], [2.072, -1.158, 0.863], [1.527, -1.324, -0.818], [0.273, -1.114, 0.470], [-3.049, 1.014, -0.172]],
  "forces_ev_per_angstrom": [[4.470, 0.033, -1.680], [-1.209, 1.934, 1.294], [2.084, -1.113, -0.833], [-0.902, 0.235, -0.639], [-1.746, 0.026, -0.011], [-0.682, -0.596, 0.934], [-0.998, 0.223, -0.433], [-0.559, 0.301, 0.726], [-0.809, -0.595, 0.305], [0.350, -0.446, 0.336]],
  "homo_ha": [-0.2978, -0.2978],
  "e_tot_ha": -533.73588
}


Asked for relative energy (zero: lowest compared OMol25 entry of this formula, charge and spin) across the records above, the calculation gives 54.41, 0.00, 321.72 kJ/mol in order.